a:
{
  "formula": "C9H15N2",
  "method": "ωB97M-V/def2-TZVPD",
  "e_homo_ev": [-12.74, -12.74],
  "charge": 1,
  "orbital_gap_ev": [8.47, 8.47],
  "elements": ["C", "C", "C", "C", "C", "C", "C", "C", "C", "N", "N", "H", "H", "H", "H", "H", "H", "H", "H", "H", "H", "H", "H", "H", "H", "H"],
  "positions_angstrom": [[-2.303, 1.001, 0.671], [-1.676, -0.118, 0.238], [-1.637, 2.209, 0.189], [-1.886, 3.453, 0.603], [0.448, -0.429, -1.066], [1.343, 0.272, -2.002], [1.125, -1.876, 1.904], [0.754, -1.824, -0.667], [1.746, -1.758, 0.519], [-0.620, 1.831, -0.756], [-0.544, 0.193, -0.574], [-3.178, 1.079, 1.105], [-1.993, -1.146, 0.544], [-1.268, 4.138, 0.240], [-2.595, 3.830, 1.285], [2.128, -0.350, -2.412], [0.818, 0.324, -3.012], [1.703, 1.138, -1.643], [0.347, -2.625, 1.920], [1.806, -2.091, 2.679], [0.660, -1.061, 2.382], [1.177, -2.446, -1.433], [-0.203, -2.351, -0.142], [2.396, -2.546, 0.522], [2.358, -0.867, 0.613], [-0.907, 2.021, -1.710]]
}

=====

b:
{
  "formula": "C9H15N2",
  "method": "ωB97M-V/def2-TZVPD",
  "e_homo_ev": [-10.65, -10.65],
  "charge": 1,
  "orbital_gap_ev": [7.16, 7.17],
  "elements": ["C", "C", "C", "C", "C", "C", "C", "C", "C", "N", "N", "H", "H", "H", "H", "H", "H", "H", "H", "H", "H", "H", "H", "H", "H", "H"],
  "positions_angstrom": [[-2.005, 1.624, -0.057], [-1.901, 0.911, 1.167], [-1.161, 1.388, -1.080], [-1.045, -0.150, 1.255], [1.243, 1.629, -0.560], [2.131, 0.328, 1.167], [0.046, 0.551, -0.891], [-0.094, -0.388, 0.246], [-0.750, -2.591, -0.662], [2.330, 0.942, -0.008], [0.307, -1.801, 0.023], [-2.830, 2.304, -0.186], [-2.577, 1.141, 1.972], [-1.285, 1.872, -2.034], [-1.084, -0.813, 2.108], [1.505, 2.166, -1.467], [0.821, 2.309, 0.176], [1.612, 0.876, 1.932], [2.795, -0.465, 1.459], [0.355, 0.050, -1.812], [-1.662, -2.550, -0.070], [-0.957, -2.158, -1.638], [-0.441, -3.627, -0.784], [2.986, 0.523, -0.656], [1.167, -1.843, -0.535], [0.495, -2.231, 0.935]]
}

=====

Among the structures above, stability is smallest for a.